--- a ---
Entry from the Open Molecules 2025 dataset: an isolated molecule of C2H4ClFN2 (ωB97M-V/def2-TZVPD).

```
10
C2H4ClFN2, DFT ωB97M-V/def2-TZVPD
C 0.1850 -0.0294 0.3246
C 1.4850 0.2638 -0.3817
H -2.7593 -0.3745 -0.6386
H -2.2534 0.0597 0.9563
H 0.2040 0.2050 1.4262
H 1.3234 0.2469 -1.4498
N -2.0572 -0.4503 0.0820
N -0.8117 -0.4243 -0.4038
F 1.9469 1.4822 0.0354
Cl 2.7372 -0.9791 0.0493
```

The SMILES is N/N=C/[C@@H](F)Cl. For the HOMO energy, the calculation gives -9.277 eV. The gap between HOMO and LUMO is 10.177 eV.

Results of the Mulliken charge analysis, in e, for atoms 1 through 4: C -0.1803; C 0.1447; H 0.2495; H 0.2395

--- b ---
Entry from the Open Molecules 2025 dataset: an isolated molecule of C2H4ClFN2 (ωB97M-V/def2-TZVPD).

```
10
C2H4ClFN2, DFT ωB97M-V/def2-TZVPD
C -0.2922 -0.3072 -0.0470
C 1.0253 0.1883 -0.5530
H -0.3982 1.4264 1.0670
H -1.7765 0.3337 1.2590
H -1.5854 -1.6608 -0.1746
H 1.2307 -0.1478 -1.5724
N -0.8643 0.5784 0.8111
N -0.7720 -1.3316 -0.6333
F 1.1329 1.5439 -0.5210
Cl 2.2997 -0.6232 0.3644
```

The SMILES is [H]/N=C(\N)[C@@H](F)Cl. For the HOMO energy, the calculation gives -9.696 eV. The gap between HOMO and LUMO is 10.519 eV.

Results of the Mulliken charge analysis, in e, for atoms 1 through 4: C 0.4004; C 0.1496; H 0.2059; H 0.2100

Verdict on stability: a comes out at the bottom.